Density functional theory data (ωB97M-V/def2-TZVPD) for 2 unconnected molecules or ions with the total composition C5H13N in a non-equilibrium geometry.

Properties
HOMO level (eV): -8.36
Energy above the lowest of the compared OMol25 structures with the same formula, charge and spin (kJ/mol): 153.7
SMILES: C=CN.CCC
Frontier orbital gap (eV): 9.413

ORCA input file:
```
! wB97M-V def2-TZVPD RIJCOSX def2/J DEFGRID3
* xyz 0 1
C 0.09 -1.31 1.67
C -0.73 -0.04 1.49
C -1.99 -0.14 0.58
H 0.61 -1.64 0.77
H 0.90 -1.18 2.41
H -0.46 -2.17 2.07
H -1.07 0.46 2.40
H -0.02 0.67 1.06
H -2.57 0.75 0.86
H -2.52 -1.08 0.52
H -1.67 0.22 -0.41
C 2.04 -0.17 -1.48
C 1.39 1.00 -1.33
N 0.44 1.50 -2.21
H 1.88 -0.66 -2.44
H 2.56 -0.54 -0.62
H 1.37 1.59 -0.42
H 0.21 0.98 -3.04
H -0.47 1.77 -1.87
*
```

=====

Density functional theory data (ωB97M-V/def2-TZVPD) for C5H13N in the gas phase in a non-equilibrium geometry.

Properties
HOMO level (eV): -9.14
Energy above the lowest of the compared OMol25 structures with the same formula, charge and spin (kJ/mol): 67.1
SMILES: CC(C)CCN
Frontier orbital gap (eV): 10.312

ORCA input file:
```
! wB97M-V def2-TZVPD RIJCOSX def2/J DEFGRID3
* xyz 0 1
C -0.35 -1.15 -1.28
C -0.62 -0.61 0.11
C 0.17 0.68 0.54
C 0.35 0.67 2.07
C -0.63 1.89 0.03
N 1.06 -1.44 -1.54
H -0.95 -2.07 -1.36
H -0.71 -0.48 -2.07
H -0.51 -1.44 0.82
H -1.67 -0.32 0.21
H 1.14 0.54 0.07
H 0.36 -0.35 2.44
H 1.37 1.00 2.31
H -0.45 1.17 2.59
H -0.16 2.76 0.47
H -0.70 1.86 -1.06
H -1.67 1.75 0.33
H 1.67 -1.29 -0.75
H 1.16 -2.42 -1.80
*
```

=====

Density functional theory data (ωB97M-V/def2-TZVPD) for C5H13N in the gas phase in a non-equilibrium geometry.

Properties
HOMO level (eV): -9.18
Energy above the lowest of the compared OMol25 structures with the same formula, charge and spin (kJ/mol): 107.6
SMILES: CCCCCN
Frontier orbital gap (eV): 10.349

ORCA input file:
```
! wB97M-V def2-TZVPD RIJCOSX def2/J DEFGRID3
* xyz 0 1
C -1.43 -2.11 0.65
C -0.14 -1.82 -0.13
C 0.46 -0.41 0.21
C -0.36 0.77 -0.30
C 0.33 2.17 -0.38
N 1.82 2.05 -0.55
H -1.29 -2.26 1.72
H -2.13 -1.27 0.56
H -1.85 -2.99 0.16
H -0.35 -1.89 -1.21
H 0.68 -2.52 0.01
H 0.66 -0.30 1.27
H 1.38 -0.49 -0.39
H -1.05 0.59 -1.13
H -1.11 0.81 0.50
H -0.02 2.63 -1.30
H 0.15 2.60 0.59
H 2.15 1.43 0.18
H 2.11 3.02 -0.46
*
```

=====

Density functional theory data (ωB97M-V/def2-TZVPD) for a molecular structure, C5H13N.

Properties
HOMO level (alpha / beta) (eV): -7.65 / -7.65
Energy above the lowest of the compared OMol25 structures with the same formula, charge and spin (kJ/mol): 592.8
Frontier orbital gap (alpha / beta) (eV): 8.039 / 8.041

ORCA input file:
```
! wB97M-V def2-TZVPD RIJCOSX def2/J DEFGRID3
* xyz 0 1
C -1.13 1.54 0.58
C -1.46 1.01 -0.69
C 0.16 -2.46 -0.25
H -1.53 1.09 1.47
H -0.74 2.54 0.68
H -0.52 0.29 -0.97
H -1.47 1.71 -1.52
H -2.30 0.31 -0.72
H 0.82 -3.17 0.26
H -0.57 -3.05 -0.80
H -0.36 -1.85 0.50
C 1.09 0.87 1.21
C 0.88 -0.42 -1.14
N 0.95 -1.68 -1.20
H 1.62 1.77 0.89
H 1.81 0.07 1.37
H 0.59 1.05 2.16
H 0.70 0.23 0.04
H 1.46 0.16 -1.86
*
```

=====

Density functional theory data (ωB97M-V/def2-TZVPD) for 2 unconnected molecules or ions with the total composition C5H13N2 in a non-equilibrium geometry.

Properties
HOMO level (eV): -13.57
Energy above the lowest of the compared OMol25 structures with the same formula, charge and spin (kJ/mol): 327.1
Frontier orbital gap (eV): 8.748

ORCA input file:
```
! wB97M-V def2-TZVPD RIJCOSX def2/J DEFGRID3
* xyz 1 1
C -2.38 0.45 -1.64
C -0.86 -1.24 -1.69
N -1.46 -0.40 -0.90
H -2.40 1.43 -1.15
H -3.41 0.00 -1.64
H -2.14 0.60 -2.66
H -0.45 -2.22 -1.41
H -1.03 -1.21 -2.75
C 2.40 -0.81 0.65
C 1.69 0.55 0.70
C -0.54 1.12 1.82
N 0.58 0.45 1.72
H 2.93 -0.96 1.65
H 1.73 -1.69 0.45
H 3.19 -0.75 -0.13
H 2.26 1.42 1.02
H 1.10 0.74 -0.19
H -1.21 0.86 2.60
H -0.73 1.92 1.14
H 0.72 -0.26 2.41
*
```

=====

Density functional theory data (ωB97M-V/def2-TZVPD) for 2 unconnected molecules or ions with the total composition C5H13N2 in a non-equilibrium geometry.

Properties
HOMO level (eV): -13.88
Energy above the lowest of the compared OMol25 structures with the same formula, charge and spin (kJ/mol): 460.4
Frontier orbital gap (eV): 10.478

ORCA input file:
```
! wB97M-V def2-TZVPD RIJCOSX def2/J DEFGRID3
* xyz 1 1
C 0.69 0.71 1.41
C 1.04 0.57 0.25
C 2.50 1.83 -1.29
C 1.62 0.60 -1.06
C -1.85 -1.80 0.79
N -2.19 -0.14 0.79
N -0.92 -1.99 -0.21
H -1.23 0.22 0.97
H 0.46 0.96 2.32
H 3.26 1.62 -1.93
H 2.86 2.11 -0.32
H 1.84 2.68 -1.65
H 0.72 0.72 -1.94
H 2.06 -0.30 -1.21
H -1.51 -2.09 1.75
H -2.80 -2.20 0.68
H -2.68 0.06 -0.11
H -2.80 0.19 1.68
H -1.07 -1.55 -1.06
H -0.02 -2.20 0.14
*
```

=====

Density functional theory data (ωB97M-V/def2-TZVPD) for a gas-phase ion, C5H13N2 (charge +1) in a non-equilibrium geometry.

Properties
HOMO level (eV): -11.28
Energy above the lowest of the compared OMol25 structures with the same formula, charge and spin (kJ/mol): 156.2
SMILES: C/C(=C\N)CC[NH3+]
Frontier orbital gap (eV): 7.589

ORCA input file:
```
! wB97M-V def2-TZVPD RIJCOSX def2/J DEFGRID3
* xyz 1 1
C 0.41 0.83 -1.47
C -0.59 0.75 -0.33
C -0.05 -0.13 0.78
C -0.48 -1.39 0.87
N 0.01 -2.37 1.72
C 0.92 0.58 1.70
N -0.23 1.36 -2.72
H 0.87 -0.13 -1.66
H 1.23 1.49 -1.22
H -1.56 0.39 -0.72
H -0.82 1.75 0.07
H -1.27 -1.72 0.20
H -0.62 -3.14 1.87
H 0.42 -2.05 2.58
H 0.34 1.28 2.29
H 1.73 1.03 1.14
H 1.37 -0.10 2.41
H -1.04 0.76 -2.94
H 0.38 1.30 -3.54
H -0.57 2.31 -2.60
*
```

=====

Density functional theory data (ωB97M-V/def2-TZVPD) for a gas-phase ion, C5H13N2 (charge +1) in a non-equilibrium geometry.

Properties
HOMO level (eV): -14.54
Energy above the lowest of the compared OMol25 structures with the same formula, charge and spin (kJ/mol): 280.8
SMILES: C[C@H]1[C@H](N)[NH2+][C@@H]1C
Frontier orbital gap (eV): 11.569

ORCA input file:
```
! wB97M-V def2-TZVPD RIJCOSX def2/J DEFGRID3
* xyz 1 1
C -0.27 -0.56 -0.41
C 0.98 0.17 0.38
C -1.26 0.47 0.21
C -0.48 -2.03 -0.07
C 2.31 0.01 -0.27
N -2.18 1.26 -0.38
N 0.13 1.37 0.57
H -0.17 -0.43 -1.57
H 1.11 -0.34 1.43
H -1.63 0.20 1.19
H -1.52 -2.31 -0.34
H -0.28 -2.07 0.99
H 0.16 -2.66 -0.67
H 2.43 0.39 -1.21
H 2.50 -1.02 -0.22
H 3.19 0.61 0.37
H -2.95 1.54 0.24
H -2.56 1.26 -1.34
H 0.11 2.08 1.38
H 0.37 2.06 -0.26
*
```

=====

Density functional theory data (ωB97M-V/def2-TZVPD) for 2 unconnected molecules or ions with the total composition C5H13N2 in a non-equilibrium geometry.

Properties
HOMO level (eV): -13.79
Energy above the lowest of the compared OMol25 structures with the same formula, charge and spin (kJ/mol): 311.5
Frontier orbital gap (eV): 10.017

ORCA input file:
```
! wB97M-V def2-TZVPD RIJCOSX def2/J DEFGRID3
* xyz 1 1
C -2.74 1.37 0.85
C 0.56 -2.23 -0.46
C 0.82 1.51 0.12
C 0.19 -0.96 0.34
C 1.17 0.19 -0.13
N -2.02 0.87 -0.08
N 2.25 -0.17 -0.71
H -2.43 1.44 1.86
H -3.82 1.76 0.73
H 1.35 -2.77 -0.17
H -0.34 -2.97 -0.40
H 0.60 -1.96 -1.52
H 1.58 2.27 -0.06
H 0.62 1.72 1.13
H -0.17 1.71 -0.34
H 0.49 -1.35 1.45
H -0.82 -0.71 0.47
H 2.22 -1.20 -0.98
H 2.94 0.50 -1.09
H -2.45 0.99 -1.02
*
```

=====

Density functional theory data (ωB97M-V/def2-TZVPD) for a gas-phase ion, C5H13N2 (charge +1) in a non-equilibrium geometry.

Properties
HOMO level (eV): -11.99
Energy above the lowest of the compared OMol25 structures with the same formula, charge and spin (kJ/mol): 379.9
SMILES: N/C=C/CCC[NH3+]
Frontier orbital gap (eV): 8.624

ORCA input file:
```
! wB97M-V def2-TZVPD RIJCOSX def2/J DEFGRID3
* xyz 1 1
C -1.68 -0.46 -0.45
C -0.84 -0.05 -1.63
C 0.70 -0.32 -1.62
N 1.28 -0.03 2.13
C 1.59 -0.31 0.76
C 1.09 0.38 -0.31
N -1.68 0.63 0.75
H -2.67 -0.61 -0.68
H -1.23 -1.34 0.06
H -0.81 1.06 -1.60
H -1.35 -0.50 -2.59
H 0.68 -1.43 -1.51
H 1.38 0.01 -2.39
H 1.94 -0.65 2.63
H 1.59 0.93 2.20
H 2.24 -1.18 0.48
H 1.23 1.49 -0.40
H -0.95 0.56 1.54
H -2.58 0.55 1.35
H -1.87 1.47 0.23
*
```

=====

Density functional theory data (ωB97M-V/def2-TZVPD) for a gas-phase ion, C5H13N2 (charge +1) in a non-equilibrium geometry.

Properties
HOMO level (eV): -14.66
Energy above the lowest of the compared OMol25 structures with the same formula, charge and spin (kJ/mol): 311.7
SMILES: CCCC/[NH+]=C\N
Frontier orbital gap (eV): 10.080

ORCA input file:
```
! wB97M-V def2-TZVPD RIJCOSX def2/J DEFGRID3
* xyz 1 1
C 2.59 1.04 1.06
C 1.25 1.60 0.51
C -0.08 1.01 1.11
C -0.52 -0.39 0.74
N -0.56 -1.13 -2.14
C -1.46 -1.46 -1.19
N -1.65 -0.82 -0.06
H 2.33 0.52 1.90
H 2.94 0.32 0.43
H 3.38 1.79 1.15
H 1.16 2.68 0.72
H 1.05 1.49 -0.64
H 0.01 0.98 2.13
H -0.80 1.91 0.89
H -0.56 -1.11 1.60
H 0.33 -0.78 0.24
H -0.15 -0.21 -2.08
H -0.20 -1.90 -2.64
H -2.05 -2.31 -1.60
H -2.67 -0.49 0.02
*
```

=====

Density functional theory data (ωB97M-V/def2-TZVPD) for a gas-phase ion, C5H13N2 (charge +1) in a non-equilibrium geometry.

Properties
HOMO level (eV): -10.74
Energy above the lowest of the compared OMol25 structures with the same formula, charge and spin (kJ/mol): 216.1
SMILES: N/C=C/CCC[NH3+]
Frontier orbital gap (eV): 6.990

ORCA input file:
```
! wB97M-V def2-TZVPD RIJCOSX def2/J DEFGRID3
* xyz 1 1
C -0.92 -1.11 -1.13
C 0.27 -0.19 -1.15
C 1.14 -0.36 0.13
N 0.79 1.89 3.16
C 1.23 1.27 2.02
C 0.55 0.40 1.27
N -1.80 -0.97 -2.34
H -0.54 -2.13 -1.05
H -1.54 -0.86 -0.27
H -0.07 0.85 -1.18
H 0.87 -0.22 -2.06
H 1.10 -1.45 0.28
H 2.16 -0.16 -0.18
H -0.16 1.75 3.45
H 1.47 2.36 3.72
H 2.31 1.27 1.92
H -0.53 0.51 1.22
H -2.53 -0.26 -2.21
H -2.41 -1.80 -2.37
H -1.39 -0.79 -3.25
*
```